# 1
ORCA calculation (the ωB97M-V functional and the def2-TZVPD basis) on an isolated molecule of C22H26ClFN2O3.

Output
**Energy above the lowest of the compared OMol25 structures with the same formula, charge and spin**: 0.4 kcal per mole
**Maximum force**: 0.0103 hartree/bohr
**Net charge**: 0
**Kohn-Sham gap**: 9.2 eV
**Structure (SMILES)**: COCCNC(=O)c1cccc(OC2CCN(Cc3ccc(Cl)c(F)c3)CC2)c1

The geometry in XYZ format:
```
55
C22H26ClFN2O3 the ωB97M-V functional and the def2-TZVPD basis
C 0.41 -1.27 -2.60
O 0.15 -1.91 -1.38
C -0.48 -3.17 -1.54
C -0.84 -3.71 -0.15
N -1.59 -2.73 0.58
C -2.93 -2.60 0.45
O -3.64 -3.48 0.00
C -3.47 -1.29 0.93
C -4.70 -1.24 1.57
C -5.20 -0.02 1.98
C -4.50 1.14 1.74
C -3.27 1.11 1.07
O -2.71 2.34 0.88
C -1.37 2.54 0.46
C -1.11 2.22 -1.02
C 0.33 2.57 -1.37
N 1.23 1.82 -0.53
C 2.62 1.90 -0.96
C 3.47 0.86 -0.27
C 2.95 -0.41 0.00
C 3.74 -1.37 0.61
C 5.05 -1.09 0.96
Cl 6.04 -2.29 1.72
C 5.56 0.17 0.68
F 6.83 0.47 1.01
C 4.78 1.14 0.08
C 1.08 2.22 0.86
C -0.32 1.85 1.34
C -2.77 -0.12 0.66
H 0.83 -0.30 -2.35
H 1.12 -1.84 -3.20
H -0.51 -1.13 -3.18
H 0.18 -3.87 -2.07
H -1.40 -3.05 -2.13
H -1.46 -4.60 -0.26
H 0.07 -3.95 0.40
H -1.06 -1.92 0.86
H -5.23 -2.16 1.75
H -6.16 0.03 2.49
H -4.89 2.10 2.05
H -1.25 3.62 0.58
H -1.27 1.16 -1.23
H -1.80 2.79 -1.64
H 0.52 2.32 -2.42
H 0.48 3.66 -1.26
H 2.65 1.71 -2.04
H 3.05 2.90 -0.78
H 1.94 -0.64 -0.26
H 3.33 -2.35 0.82
H 5.21 2.11 -0.11
H 1.82 1.69 1.46
H 1.24 3.30 0.98
H -0.46 2.17 2.38
H -0.43 0.77 1.31
H -1.85 -0.18 0.10
```

***

# 2
ORCA calculation (the ωB97M-V functional and the def2-TZVPD basis) on a cluster of 3 separate species, C3H12O3 in total.

Output
**Energy above the lowest of the compared OMol25 structures with the same formula, charge and spin**: 43.8 kcal per mole
**Maximum force**: 0.0356 hartree/bohr
**Net charge**: 0
**Kohn-Sham gap**: 10.7 eV
**Structure (SMILES)**: CO.CO.CO

The geometry in XYZ format:
```
18
C3H12O3 the ωB97M-V functional and the def2-TZVPD basis
C 3.01 -0.70 -2.49
O 1.87 -0.85 -1.66
H 2.72 -0.63 -3.54
H 3.40 0.26 -2.15
H 3.70 -1.51 -2.23
H 1.29 -0.16 -1.99
C 0.62 -0.07 4.16
O 1.47 -0.89 3.42
H -0.37 -0.06 3.69
H 0.53 -0.33 5.22
H 0.89 0.98 4.04
H 1.25 -0.90 2.49
C -3.53 0.55 -1.32
O -2.58 1.15 -2.14
H -3.04 0.02 -0.50
H -4.18 1.25 -0.79
H -4.15 -0.16 -1.88
H -2.89 2.04 -2.34
```

***

# 3
ORCA calculation (the ωB97M-V functional and the def2-TZVPD basis) on a cluster of 2 separate species, C3H10N3 in total.

Output
**Energy above the lowest of the compared OMol25 structures with the same formula, charge and spin**: 113.1 kcal per mole
**Maximum force**: 0.0831 hartree/bohr
**Net charge**: +1
**Kohn-Sham gap**: 8.2 eV

The geometry in XYZ format:
```
16
C3H10N3 the ωB97M-V functional and the def2-TZVPD basis
C -1.34 -1.44 1.30
C -0.64 -0.70 2.23
C 0.58 1.03 -2.14
N -2.00 -1.78 0.43
N 1.05 0.05 -1.13
N 1.09 0.70 0.15
H -0.37 -1.48 2.94
H 1.94 -0.28 -1.22
H -1.27 0.01 2.73
H 0.82 0.52 -3.09
H -0.55 1.03 -2.19
H 0.84 2.07 -2.10
H -2.39 -2.26 -0.39
H 0.19 -0.01 1.83
H 0.20 1.15 0.25
H 1.83 1.39 0.41
```

***

# 4
ORCA calculation (the ωB97M-V functional and the def2-TZVPD basis) on a structure of composition C8H20FI2N7O5S.

Output
**Maximum force**: 0.1863 hartree/bohr
**Net charge**: 0
**Kohn-Sham gap**: 7.7 eV

The geometry in XYZ format:
```
44
C8H20FI2N7O5S the ωB97M-V functional and the def2-TZVPD basis
C -0.64 -0.64 1.84
C -0.31 -1.06 0.45
N -0.91 -0.56 -0.83
C -2.17 -1.22 -1.26
I -3.03 -0.42 -3.16
C -3.31 -1.42 -0.09
C -4.20 -0.10 0.26
I -4.76 -2.90 -0.93
S -0.79 1.13 -1.10
O -0.15 1.43 -2.51
O 0.25 1.76 -0.09
F -2.22 2.06 -0.92
H 0.27 -0.59 2.60
H -1.73 -0.41 2.17
H 0.53 -1.91 0.35
H -1.87 -2.34 -1.57
H -2.93 -1.92 0.90
H -4.41 0.63 -0.63
H -3.69 0.57 1.11
H -5.28 -0.46 0.64
C -5.66 1.31 3.80
O -4.66 0.69 3.46
N -6.85 0.71 4.01
N -5.65 2.64 4.00
H -7.68 1.21 4.30
H -6.89 -0.29 3.87
H -4.78 3.13 3.86
H -6.46 3.16 4.29
C 3.95 0.33 -2.88
O 4.94 -0.29 -3.22
N 2.76 -0.27 -2.67
N 3.95 1.66 -2.68
H 1.93 0.22 -2.39
H 2.71 -1.27 -2.81
H 4.82 2.14 -2.83
H 3.14 2.18 -2.40
C 7.99 -1.21 -0.43
O 8.61 -1.44 0.59
N 8.25 -1.83 -1.60
N 6.99 -0.31 -0.49
H 7.74 -1.66 -2.45
H 8.99 -2.51 -1.60
H 6.76 0.18 0.36
H 6.46 -0.11 -1.32
```

***

# 5
ORCA calculation (the ωB97M-V functional and the def2-TZVPD basis) on the ion C3H8NO with charge +1.

Output
**Energy above the lowest of the compared OMol25 structures with the same formula, charge and spin**: 26.9 kcal per mole
**Maximum force**: 0.0543 hartree/bohr
**Net charge**: +1
**Kohn-Sham gap**: 13.0 eV
**Structure (SMILES)**: C[C@]1(O)C[NH2+]1

The geometry in XYZ format:
```
13
C3H8NO the ωB97M-V functional and the def2-TZVPD basis
C -1.17 0.47 0.65
C 0.22 0.06 0.35
O 0.97 -0.27 1.43
C 0.86 0.27 -0.94
N 0.14 -1.01 -0.76
H -1.91 -0.39 0.84
H -1.60 0.94 -0.27
H -1.12 1.32 1.35
H 1.23 0.46 1.94
H 0.59 0.96 -1.72
H 1.98 0.07 -0.87
H -0.78 -1.01 -1.16
H 0.59 -1.87 -0.84
```

***

# 6
ORCA calculation (the ωB97M-V functional and the def2-TZVPD basis) on a cluster of 2 separate species, C3H3FO3 in total.

Output
**Energy above the lowest of the compared OMol25 structures with the same formula, charge and spin**: 7.5 kcal per mole
**Maximum force**: 0.0694 hartree/bohr
**Net charge**: 0
**Kohn-Sham gap**: 10.7 eV
**Structure (SMILES)**: O=C=CC(=O)F.O

The geometry in XYZ format:
```
10
C3H3FO3 the ωB97M-V functional and the def2-TZVPD basis
O -0.72 -2.64 1.40
C -0.84 -1.69 0.77
C -1.08 -0.62 0.03
C -0.11 -0.20 -0.98
O -0.07 0.77 -1.69
F 0.94 -1.08 -1.04
H -1.90 0.00 0.24
O 1.07 1.55 0.61
H 0.94 1.89 -0.29
H 1.76 2.01 0.96
```

***

# 7
ORCA calculation (the ωB97M-V functional and the def2-TZVPD basis) on a cluster of 11 separate species, C40H111N9O11 in total.

Output
**Energy above the lowest of the compared OMol25 structures with the same formula, charge and spin**: 91.0 kcal per mole
**Maximum force**: 0.0674 hartree/bohr
**Net charge**: 0
**Kohn-Sham gap**: 9.5 eV
**Structure (SMILES)**: COC[C@H](C)N.COC[C@H](C)N.COC[C@H](C)N.COC[C@H](C)N.COC[C@H](C)N.COC[C@H](C)N.COC[C@H](C)N.COC[C@H](C)N.COC[C@H](C)N.CCO.CCO

The geometry in XYZ format:
```
171
C40H111N9O11 the ωB97M-V functional and the def2-TZVPD basis
C -0.45 -3.88 1.04
O 0.92 -3.48 1.09
C 1.82 -4.38 1.57
C 3.23 -3.72 1.78
C 3.83 -3.14 0.49
N 4.17 -4.74 2.22
H -0.91 -4.12 2.00
H -0.54 -4.71 0.34
H -1.06 -3.14 0.53
H 1.54 -4.75 2.55
H 1.88 -5.26 0.93
H 3.21 -2.97 2.57
H 4.89 -2.91 0.55
H 3.34 -2.18 0.31
H 3.70 -3.91 -0.27
H 3.71 -5.32 2.90
H 4.36 -5.39 1.46
C 4.03 0.47 -0.69
O 5.07 0.76 -1.64
C 4.63 1.71 -2.66
C 5.66 1.84 -3.82
C 5.10 2.51 -5.01
N 6.06 0.50 -4.22
H 4.44 -0.42 -0.22
H 3.12 0.11 -1.17
H 3.90 1.30 0.00
H 3.65 1.38 -3.01
H 4.56 2.68 -2.18
H 6.51 2.43 -3.48
H 4.78 3.55 -4.87
H 4.28 2.01 -5.53
H 5.96 2.56 -5.67
H 6.04 0.07 -3.31
H 5.32 0.01 -4.71
C 1.41 3.54 -1.92
O 0.96 3.63 -3.26
C 1.97 4.08 -4.19
C 1.30 4.12 -5.59
C 0.76 2.74 -5.98
N 2.33 4.39 -6.59
H 1.60 4.50 -1.44
H 2.21 2.81 -1.84
H 0.55 3.16 -1.37
H 2.42 5.02 -3.89
H 2.79 3.36 -4.14
H 0.44 4.80 -5.58
H 1.52 1.97 -5.91
H 0.43 2.85 -7.01
H -0.07 2.38 -5.39
H 2.91 5.08 -6.14
H 1.94 4.82 -7.41
C 0.65 -0.81 -4.71
O -0.15 -1.77 -3.92
C 0.49 -2.93 -3.52
C -0.46 -3.98 -3.04
C 0.29 -5.31 -2.84
N -1.47 -4.21 -4.09
H 0.92 -1.24 -5.67
H 1.59 -0.54 -4.22
H -0.05 0.01 -4.84
H 1.23 -3.27 -4.25
H 1.06 -2.56 -2.67
H -0.91 -3.71 -2.09
H 1.25 -5.20 -2.34
H 0.60 -5.76 -3.78
H -0.24 -6.08 -2.27
H -0.95 -4.30 -4.95
H -1.94 -3.32 -4.21
C 0.37 3.44 4.47
O -0.58 3.70 3.43
C -1.42 2.62 3.05
C -2.50 3.02 2.01
C -3.35 1.87 1.53
N -2.06 3.67 0.80
H 1.05 2.66 4.14
H -0.08 3.08 5.40
H 0.82 4.40 4.72
H -0.77 1.84 2.66
H -1.87 2.31 3.99
H -3.17 3.80 2.38
H -3.95 1.50 2.36
H -2.71 1.07 1.15
H -4.08 2.20 0.80
H -1.45 3.09 0.24
H -1.49 4.48 1.00
C -1.71 0.84 7.72
O -0.49 0.22 7.44
C -0.46 -0.25 6.09
C 0.67 -1.20 5.77
C 0.67 -1.75 4.35
N 0.65 -2.38 6.60
H -1.84 1.08 8.78
H -2.53 0.14 7.61
H -1.76 1.74 7.10
H -1.34 -0.81 5.78
H -0.45 0.58 5.39
H 1.55 -0.58 5.90
H -0.02 -2.59 4.25
H 1.69 -2.05 4.12
H 0.46 -0.97 3.61
H 0.83 -2.00 7.52
H 1.52 -2.87 6.46
C -6.81 0.63 -1.83
O -5.88 -0.33 -1.42
C -5.50 -1.18 -2.49
C -4.56 -2.26 -1.84
C -3.25 -1.81 -1.28
N -4.27 -3.28 -2.84
H -7.81 0.18 -1.78
H -6.67 1.08 -2.81
H -6.89 1.41 -1.08
H -6.36 -1.68 -2.94
H -4.92 -0.67 -3.26
H -5.18 -2.72 -1.08
H -3.32 -1.00 -0.55
H -2.58 -1.35 -2.00
H -2.68 -2.61 -0.81
H -3.93 -2.82 -3.68
H -3.51 -3.88 -2.57
C -2.74 -1.46 2.83
O -3.11 -2.42 3.84
C -4.52 -2.64 3.86
C -5.00 -3.25 2.50
C -6.52 -3.39 2.33
N -4.42 -4.54 2.44
H -2.65 -2.01 1.90
H -1.75 -1.05 2.99
H -3.50 -0.67 2.85
H -4.78 -3.30 4.69
H -5.09 -1.75 4.12
H -4.64 -2.59 1.71
H -7.06 -3.72 3.22
H -6.72 -4.02 1.46
H -6.90 -2.42 2.00
H -3.58 -4.40 2.98
H -4.93 -5.12 3.08
C 3.54 0.26 2.85
O 3.21 1.54 2.32
C 4.14 2.51 2.77
C 3.79 3.93 2.14
C 3.81 4.02 0.60
N 4.80 4.78 2.71
H 3.47 0.21 3.94
H 4.50 -0.11 2.50
H 2.78 -0.43 2.49
H 4.11 2.58 3.86
H 5.18 2.29 2.54
H 2.86 4.36 2.51
H 2.96 3.56 0.09
H 4.68 3.57 0.11
H 3.81 5.08 0.35
H 4.50 5.73 2.59
H 4.97 4.57 3.69
C 0.03 -0.09 -1.11
C 0.62 -0.11 0.34
O 0.76 1.20 0.69
H -0.93 0.44 -1.05
H -0.05 -1.12 -1.46
H 0.73 0.40 -1.77
H 1.51 -0.72 0.21
H -0.04 -0.64 1.03
H 1.52 1.16 1.28
C -2.20 2.58 -3.54
C -3.56 2.07 -3.02
O -4.41 3.16 -2.98
H -1.47 1.77 -3.57
H -1.81 3.25 -2.77
H -2.28 3.12 -4.48
H -3.51 1.73 -1.99
H -3.86 1.29 -3.73
H -4.49 3.51 -2.09
```

***

# 8
ORCA calculation (the ωB97M-V functional and the def2-TZVPD basis) on a structure of composition C6H9N5.

Output
**Energy above the lowest of the compared OMol25 structures with the same formula, charge and spin**: 55.9 kcal per mole
**Maximum force**: 0.1135 hartree/bohr
**Net charge**: 0
**Kohn-Sham gap**: 8.4 eV

The geometry in XYZ format:
```
20
C6H9N5 the ωB97M-V functional and the def2-TZVPD basis
C -2.67 0.32 -0.53
C -0.64 1.59 0.10
C 1.34 0.82 0.21
C 3.18 -0.34 -0.33
C 1.01 -0.46 -0.25
C -0.41 -0.89 -0.16
H -2.85 -0.42 0.25
H -3.01 -0.13 -1.50
H -3.09 1.25 -0.40
H -1.43 2.25 0.38
H 3.27 1.56 0.44
H 4.20 -0.56 -0.50
H -0.75 -1.53 -1.02
H -0.25 -1.21 1.76
H -1.26 -2.72 0.86
N -1.22 0.42 -0.39
N 0.63 1.94 0.32
N 2.74 0.83 0.24
N 2.20 -1.21 -0.52
N -0.99 -1.49 1.03
```

***

# 9
ORCA calculation (the ωB97M-V functional and the def2-TZVPD basis) on a cluster of 2 separate species, C4H5NO in total.

Output
**Energy above the lowest of the compared OMol25 structures with the same formula, charge and spin**: 35.2 kcal per mole
**Maximum force**: 0.0270 hartree/bohr
**Net charge**: 0
**Kohn-Sham gap**: 10.4 eV

The geometry in XYZ format:
```
11
C4H5NO the ωB97M-V functional and the def2-TZVPD basis
O 1.41 0.62 2.67
C 0.97 -0.35 2.28
C 0.78 -0.70 -1.02
C 0.07 0.43 -0.99
N -1.74 -0.13 0.62
C -1.20 0.63 -0.24
H 1.70 -0.77 -1.59
H 0.46 -1.60 -0.50
H 0.43 1.29 -1.55
H -1.16 -0.97 0.78
H -1.72 1.56 -0.47
```

***

# 10
ORCA calculation (the ωB97M-V functional and the def2-TZVPD basis) on a cluster of 5 separate species, C29H48F2NO4 in total.

Output
**Maximum force**: 0.0372 hartree/bohr
**Net charge**: +1
**Kohn-Sham gap**: 7.1 eV

The geometry in XYZ format:
```
84
C29H48F2NO4 the ωB97M-V functional and the def2-TZVPD basis
C -2.91 1.16 1.73
C -2.09 0.57 1.07
C -1.39 -0.27 0.02
C -2.40 -1.24 -0.68
C -3.01 -0.74 -2.04
C -2.66 0.69 -2.43
C -3.05 1.82 -1.65
C -2.72 3.14 -2.02
C -2.00 3.32 -3.20
N -1.67 2.26 -3.94
F -1.01 2.54 -5.08
C -1.95 0.99 -3.62
C -1.47 -0.06 -4.63
C 0.09 -0.10 -4.80
C 0.67 -1.55 -4.59
F 0.76 0.79 -3.96
H -3.70 1.79 2.14
H -0.69 -0.92 0.60
H -0.75 0.33 -0.65
H -3.20 -1.47 0.04
H -1.88 -2.20 -0.87
H -4.12 -0.77 -1.94
H -2.78 -1.49 -2.81
H -3.62 1.65 -0.72
H -3.04 3.96 -1.36
H -1.72 4.34 -3.50
H -1.85 -1.07 -4.43
H -1.91 0.25 -5.61
H 0.30 0.15 -5.86
H 1.32 -1.77 -5.46
H -0.10 -2.31 -4.44
H 1.34 -1.47 -3.71
C -3.81 6.22 1.74
C -3.85 6.32 3.26
C -5.02 5.42 3.60
O -5.06 4.40 2.59
C -4.19 4.76 1.52
H -2.84 6.47 1.31
H -4.56 6.88 1.30
H -2.93 5.91 3.68
H -3.97 7.34 3.63
H -5.97 5.96 3.57
H -4.92 4.95 4.58
H -3.31 4.11 1.56
H -4.70 4.61 0.56
C 1.58 1.85 1.05
C 2.57 2.30 2.12
C 2.27 3.79 2.20
O 0.89 3.95 1.88
C 0.38 2.73 1.34
H 1.35 0.78 1.09
H 1.99 2.07 0.06
H 2.33 1.81 3.07
H 3.61 2.08 1.88
H 2.86 4.35 1.47
H 2.47 4.20 3.19
H -0.27 2.27 2.09
H -0.21 2.94 0.45
C 1.52 -5.08 -1.79
C 2.50 -4.64 -0.71
C 2.21 -3.15 -0.61
O 0.82 -2.97 -0.94
C 0.31 -4.19 -1.49
H 1.28 -6.14 -1.76
H 1.92 -4.84 -2.78
H 2.25 -5.13 0.23
H 3.54 -4.86 -0.95
H 2.81 -2.59 -1.34
H 2.41 -2.76 0.39
H -0.34 -4.66 -0.75
H -0.28 -3.97 -2.39
C 5.77 -5.85 2.91
C 5.54 -4.64 3.81
C 4.62 -3.79 2.96
O 3.84 -4.69 2.16
C 4.41 -6.00 2.25
H 6.09 -6.74 3.45
H 6.53 -5.61 2.16
H 5.03 -4.96 4.73
H 6.46 -4.13 4.10
H 5.18 -3.14 2.29
H 3.95 -3.17 3.56
H 3.74 -6.62 2.86
H 4.48 -6.44 1.25
```

***

# 11
ORCA calculation (the ωB97M-V functional and the def2-TZVPD basis) on an isolated molecule of C16H28N2O6S.

Output
**Energy above the lowest of the compared OMol25 structures with the same formula, charge and spin**: 4.3 kcal per mole
**Maximum force**: 0.0139 hartree/bohr
**Net charge**: 0
**Kohn-Sham gap**: 9.4 eV
**Structure (SMILES)**: CCCOC(=O)CCCC[C@H]1SC[C@@H](NC(=O)OC)[C@H]1NC(=O)OC

The geometry in XYZ format:
```
53
C16H28N2O6S the ωB97M-V functional and the def2-TZVPD basis
C 2.51 4.66 -1.42
C 2.39 3.73 -2.63
C 3.41 2.59 -2.57
O 3.21 1.77 -1.43
C 2.26 0.83 -1.50
O 1.60 0.62 -2.48
C 2.13 0.09 -0.19
C 1.62 1.01 0.93
C 0.27 1.65 0.60
C -0.90 0.67 0.59
C -1.29 0.20 2.00
S -2.80 1.05 2.61
C -3.85 -0.45 2.57
C -3.11 -1.46 1.71
N -3.34 -1.16 0.31
C -3.12 -2.05 -0.68
O -2.66 -3.16 -0.53
O -3.49 -1.53 -1.87
C -3.25 -2.36 -3.00
C -1.63 -1.30 2.12
N -0.75 -2.15 1.37
C 0.52 -2.36 1.79
O 1.04 -1.78 2.72
O 1.13 -3.27 1.00
C 2.48 -3.56 1.29
H 3.49 5.13 -1.40
H 2.37 4.09 -0.50
H 1.76 5.44 -1.47
H 2.57 4.29 -3.55
H 1.39 3.31 -2.68
H 3.33 1.97 -3.47
H 4.42 2.98 -2.47
H 1.46 -0.76 -0.34
H 3.12 -0.29 0.09
H 1.55 0.43 1.84
H 2.35 1.80 1.08
H 0.06 2.44 1.33
H 0.33 2.13 -0.38
H -1.76 1.16 0.12
H -0.64 -0.20 -0.02
H -0.49 0.44 2.70
H -3.97 -0.82 3.59
H -4.82 -0.19 2.16
H -3.44 -2.48 1.89
H -3.64 -0.23 0.06
H -3.61 -3.37 -2.82
H -3.78 -1.90 -3.83
H -2.18 -2.40 -3.22
H -1.55 -1.56 3.19
H -1.15 -2.76 0.66
H 2.84 -2.92 2.10
H 2.56 -4.61 1.60
H 3.07 -3.40 0.39
```